C48H105N7O8 | ωB97M-V with the def2-TZVPD basis set

Positions of all 168 atoms, in Å:
C 3.171960 -16.993570 -1.439780
C 1.799540 -16.897240 -2.120820
C 2.023820 -17.206560 -3.614970
C 0.778020 -17.299970 -4.561810
C -0.153820 -18.282190 -3.901200
C -0.489550 -18.041180 -2.386980
N 0.819640 -17.912910 -1.670630
O 0.662260 -17.948930 -0.252880
C -1.600860 -16.884490 -2.481510
C -1.165660 -19.320890 -1.916110
C 1.150230 -15.499080 -1.967440
H 3.835980 -16.181350 -1.735520
H 3.611390 -17.990760 -1.414950
H 3.143020 -16.664930 -0.400910
H 2.663050 -16.443200 -4.058560
H 2.513010 -18.178480 -3.679500
H 1.196490 -17.632430 -5.511780
H 0.428560 -16.270100 -4.634940
H 0.204690 -19.306990 -3.997980
H -1.038000 -18.416770 -4.524290
H -1.815070 -16.683950 -1.431740
H -1.391820 -15.942550 -2.988600
H -2.522930 -17.358570 -2.817850
H -0.378880 -20.064690 -1.790250
H -1.631190 -19.179080 -0.940780
H -1.895760 -19.627860 -2.664980
H 0.360050 -15.208780 -2.659860
H 1.784180 -14.615230 -1.896630
H 0.506430 -15.524490 -1.088240
H 1.271540 -18.679760 -0.125330
C -7.586060 -15.589830 4.112570
C -8.539160 -15.841220 2.879120
C -9.879470 -16.201540 3.465600
C -11.187290 -16.104750 2.637850
C -11.115890 -14.838510 1.836670
C -9.818360 -14.605250 1.025130
N -8.646050 -14.635930 1.972080
O -7.445880 -14.335030 1.272490
C -9.796410 -15.606150 -0.161600
C -10.054000 -13.114360 0.497040
C -7.917460 -17.137610 2.159930
H -8.125720 -15.147060 4.949720
H -6.764830 -14.967220 3.757560
H -7.263610 -16.561430 4.486900
H -9.852660 -17.194600 3.914160
H -10.174740 -15.587720 4.316570
H -12.121210 -16.182340 3.194530
H -11.142000 -17.048190 2.093810
H -11.255610 -14.173960 2.689290
H -12.010390 -14.690890 1.231550
H -10.363660 -15.322040 -1.047940
H -8.770060 -15.706100 -0.514730
H -10.116730 -16.613630 0.103890
H -11.002760 -12.919830 -0.003070
H -9.891530 -12.270150 1.167130
H -9.417670 -12.881610 -0.356780
H -8.524490 -17.338460 1.277170
H -7.773980 -18.078990 2.690330
H -6.972990 -16.899160 1.670820
H -7.331500 -13.384500 1.343340
C -4.462360 -5.671360 5.683010
C -4.241380 -5.816280 4.231200
C -4.992140 -4.700120 3.422450
C -4.331870 -3.311000 3.574570
C -2.761640 -3.422870 3.128080
C -1.936230 -4.622530 3.804560
N -2.819770 -5.843960 3.916070
O -2.193310 -6.972220 4.487500
C -0.764730 -4.890950 2.809880
C -1.523050 -4.195030 5.231140
C -4.962210 -7.046800 3.795600
H -5.491630 -5.658340 6.041540
H -4.050830 -4.723370 6.029520
H -4.001950 -6.461940 6.275570
H -4.839540 -4.833290 2.351440
H -5.926520 -4.359510 3.868560
H -4.387630 -3.132370 4.648390
H -4.785880 -2.603630 2.880600
H -2.383970 -2.485840 3.537270
H -2.839240 -3.499920 2.043570
H -0.092920 -5.562600 3.344350
H -1.063960 -5.457000 1.927750
H -0.155370 -4.016960 2.579850
H -1.150980 -5.005680 5.857640
H -0.695660 -3.485470 5.238580
H -2.315340 -3.706940 5.798730
H -4.871800 -7.407380 2.770950
H -6.034320 -6.860190 3.733490
H -4.688370 -7.876170 4.447690
H -1.660980 -7.347790 3.782400
C 1.141290 -16.890270 10.396490
C 2.393970 -17.783160 10.191640
C 1.808020 -19.209630 10.209620
C 2.633730 -20.327540 9.623690
C 3.154630 -19.786640 8.191420
C 3.808640 -18.367030 8.275140
N 2.917540 -17.399780 8.858000
O 3.314180 -16.080680 8.839090
C 5.298980 -18.459570 8.860530
C 4.028790 -18.123340 6.720990
C 3.420910 -17.684470 11.381140
H 0.421820 -17.170000 11.166040
H 0.424320 -16.948900 9.577570
H 1.436120 -15.876980 10.669290
H 1.432810 -19.619090 11.147520
H 0.897420 -19.203750 9.610550
H 2.015660 -21.219190 9.518620
H 3.525070 -20.535330 10.215670
H 2.168460 -19.708480 7.733750
H 3.674960 -20.643430 7.763320
H 6.022640 -18.978450 8.231920
H 5.710280 -17.468280 9.051020
H 5.422510 -18.873850 9.861140
H 3.261010 -18.602360 6.113400
H 4.110680 -17.097310 6.362300
H 4.922790 -18.645900 6.380690
H 4.104940 -18.528620 11.468420
H 3.042700 -17.493080 12.385340
H 4.098680 -16.842130 11.242620
H 3.955540 -15.912240 9.533280
C 10.853820 -8.942560 4.380610
C 9.573920 -9.781370 4.389590
C 9.745740 -10.813870 5.476990
C 8.505840 -11.585540 5.892880
C 7.480000 -10.550140 6.379300
C 7.119350 -9.494470 5.385300
N 8.390660 -8.919550 4.761140
O 8.013420 -8.102080 3.716800
C 6.157900 -10.098910 4.331910
C 6.283290 -8.403060 6.092280
C 9.402600 -10.552490 3.011470
H 11.169400 -8.465810 5.308630
H 10.745270 -8.096340 3.702200
H 11.674120 -9.474830 3.899060
H 10.653230 -11.373580 5.250550
H 10.034210 -10.276800 6.380570
H 8.567530 -12.428530 6.581110
H 8.217030 -12.056110 4.953070
H 7.926670 -10.063460 7.246330
H 6.509580 -10.906380 6.724960
H 5.250130 -10.570930 4.707740
H 5.889140 -9.250140 3.703070
H 6.622570 -10.831930 3.672460
H 6.067310 -7.516850 5.495560
H 5.362220 -8.809940 6.509630
H 6.877880 -8.078390 6.946190
H 10.305840 -11.128400 2.810020
H 9.187340 -9.853080 2.203640
H 8.561610 -11.245890 3.005990
H 7.564490 -8.607100 3.034880
C -2.952720 -9.063940 -2.118540
C -2.668470 -10.416770 -1.372360
O -2.650620 -10.361220 0.044550
O -4.115330 -8.476100 -1.621650
H -2.976980 -9.350660 -3.169870
H -2.065000 -8.445500 -1.985880
H -1.654800 -10.767770 -1.565680
H -3.386710 -11.156620 -1.725700
H -2.582730 -11.213000 0.482100
H -4.039710 -8.306830 -0.679720
C -0.648840 -14.263260 4.814920
O -1.281160 -13.968960 3.834540
N -0.176520 -13.445850 5.700100
N -0.420000 -15.489100 5.103320
H -0.452720 -12.474420 5.688350
H 0.206750 -13.750500 6.583500
H -0.701380 -16.158330 4.401130
H 0.145910 -15.758930 5.895180

Forces on the atoms, in the same order (eV/Å):
-0.6073 0.7558 1.4430
-1.1289 0.8140 -1.2793
-0.2089 -0.1225 -0.8410
1.6992 0.2893 2.0579
-0.2792 -0.9801 -0.4177
-0.1229 0.8559 -2.5469
-0.2745 -0.2364 -1.0374
0.1824 0.1989 -0.5174
0.5968 -1.0336 2.3145
0.3215 0.4178 0.5076
-0.6947 0.5050 0.8002
0.1972 -0.4676 -1.1436
0.0934 0.1186 -0.5425
-0.7234 -0.4280 0.4893
0.3902 -0.0026 0.2772
0.3176 -0.0111 0.0510
-0.4846 -0.0048 -0.1556
-0.6096 -0.1885 -0.3168
0.9312 -0.0602 0.1733
-0.7205 0.5708 0.4341
-0.1718 0.6277 0.1540
0.1222 -0.4781 -0.1682
0.1675 0.0862 -0.4757
-0.1688 -0.2312 -0.1628
-0.1912 -0.0422 -0.0655
-0.0248 -0.1320 0.1883
0.5622 -0.4802 -0.8207
0.4522 -0.2871 0.0820
0.5104 0.0540 0.6698
-0.1343 -0.1076 0.8586
-0.8149 0.1746 -1.0136
1.7654 -1.1717 -0.0988
-2.6002 0.3263 1.3550
1.6744 -2.0976 -1.1733
-0.4403 -0.3404 0.9217
-1.5799 1.3511 0.2675
-1.3886 -0.1588 0.3715
-0.0166 -1.0408 -0.0567
0.9462 0.0481 0.0254
1.1719 -0.2940 -1.1351
-0.5177 1.3689 -1.5266
0.0773 0.4856 -0.2107
0.1880 -0.1681 0.3843
0.3515 0.0760 -0.2061
0.4053 -0.1664 -0.1574
0.8805 0.5603 0.3144
0.3033 0.2465 0.4930
-0.4886 0.0775 -0.9408
0.5095 1.1882 -0.4221
0.1916 -0.0904 -0.3831
-0.2846 0.4096 0.2867
0.1506 0.0515 0.0014
-0.1297 0.1282 0.2423
-0.5403 -0.6738 0.5327
-0.0024 -0.5110 0.6541
0.6998 -0.2455 0.0000
-0.3193 -0.3578 0.1422
-0.3227 0.4087 0.5982
0.3117 0.2783 0.4267
-0.1757 0.1385 0.3046
-0.2112 0.8416 2.3049
-0.9398 0.9584 -1.4694
2.3434 2.2997 0.4910
3.0427 -1.9162 -0.0883
-2.4266 -0.6556 2.0044
-1.7981 0.6994 -0.2593
0.3424 0.7986 -2.4680
0.1665 0.4636 0.6700
0.1401 -1.0180 1.7406
0.9253 0.3233 -0.0361
-0.4754 -1.7943 -0.6758
-0.3425 -0.0803 -0.5320
0.1021 -0.0673 0.1590
0.3291 -0.0802 -0.2380
-1.1522 -0.8834 -0.0834
-0.8606 -1.6400 -0.6319
-0.0613 1.0879 -0.1582
-0.2071 0.2768 0.6199
0.7309 0.0172 -0.7481
0.7155 0.1078 0.0060
0.3757 -0.1543 -0.0126
-0.3448 0.4593 -0.1073
-0.4140 0.1578 -0.0980
-0.2192 -0.3931 -0.2841
0.0958 0.2350 -0.3390
-0.1966 -0.0750 -0.3101
1.0987 0.3048 -0.2558
-0.1871 0.0018 1.0481
-0.4373 -0.1717 -0.0053
-0.1369 -0.1205 -0.2585
-0.1428 0.4447 0.7863
-1.4168 -0.3641 1.6016
-0.5468 -1.0377 -0.8803
1.7875 1.4372 -1.4830
-2.1952 -0.7977 3.2678
2.7833 -1.6722 -2.6465
-1.0352 -2.0258 1.0270
0.1045 0.5598 -0.7658
-0.5869 0.5718 0.8288
-0.0237 0.1658 -0.0671
0.4926 0.7192 -0.5413
0.7156 -0.6179 0.8182
0.7508 0.4080 -0.7609
-0.1824 0.1942 -0.5074
0.2555 1.0146 0.6997
-0.1669 0.2735 -0.2994
0.2345 -0.0743 -0.0853
-0.0934 -0.2741 0.3198
0.2701 0.3401 -0.8560
0.6630 0.7916 -0.4789
-0.4098 -0.0201 -0.2517
-0.0560 0.3962 -0.5355
-0.5493 -0.5335 -0.0161
-0.4518 0.2184 0.2641
0.0221 0.1800 0.4771
0.2099 0.0914 0.2913
-0.3468 -0.2608 -0.2147
-0.7301 -0.2059 -0.2290
0.1193 0.2873 -0.1747
0.4819 -0.1815 0.3774
-0.1413 0.9586 -1.3743
-1.1567 -0.6931 -0.3465
0.7850 0.1103 2.0879
-0.9083 -0.0442 -1.5545
0.4111 -0.2406 0.7037
-0.1854 -0.1522 -1.2137
-0.5528 -0.8171 0.9857
0.3763 1.4747 -0.5149
0.6857 0.3669 -0.8712
1.2275 0.1668 0.4982
-0.2138 0.8316 0.7474
-0.2568 -0.5891 0.3003
-0.3955 0.1538 -0.1414
0.1093 -0.4104 0.4479
-0.2728 -0.5535 -0.1880
0.2404 0.3772 0.1499
0.6829 0.3299 0.2646
-0.8054 -0.2284 -0.0134
0.1251 0.1049 0.2089
0.1765 -0.6983 0.0820
0.1056 0.2879 0.3876
-0.5613 -0.1844 -0.1732
0.1553 -0.0968 0.0908
0.0213 -0.2606 -0.2320
-0.0554 -0.1557 -0.2674
-0.0155 0.2764 0.1081
0.0172 0.1683 -0.1340
0.3952 0.0553 -0.1148
0.0671 -0.0546 0.3026
-0.0644 -0.4865 -0.2265
1.3189 -1.7397 2.1067
0.7402 -0.6010 -0.2448
-0.8372 1.6049 0.6045
-0.7024 0.3853 -0.8946
-0.6802 0.3637 -0.0342
-0.0042 0.4180 0.0340
0.0573 0.0006 -1.1542
-0.1567 -0.0742 0.0105
-0.0340 -0.1672 -0.4737
0.3097 -0.2016 0.0894
-1.4743 0.7609 -1.5808
-1.0178 1.2798 -1.8633
1.5636 4.1551 3.2097
0.9894 -5.5505 0.8383
0.0198 -0.2758 -0.2632
-0.1073 -0.0674 -0.3282
0.2123 -0.0580 0.3863
-0.1506 -0.2429 -0.3991

Properties
**HOMO-LUMO gap**: 8.11 eV
**E_LUMO**: 0.2 eV
**Energy above the lowest of the compared OMol25 structures with the same formula, charge and spin**: 0.000 eV
**Structure (SMILES)**: CC1(C)CCCC(C)(C)N1O.CC1(C)CCCC(C)(C)N1O.CC1(C)CCCC(C)(C)N1O.CC1(C)CCCC(C)(C)N1O.CC1(C)CCCC(C)(C)N1O.NC(N)=O.OCCO
**Strongest force on any atom**: 5.70 eV/Å
**E_HOMO**: -7.89 eV